The following is a quantum chemistry calculation of a cluster of 15 separate species, C84H145N11O23 in total at a distorted geometry, from the Open Molecules 2025 dataset.

Geometry as XYZ:
```
263
Properties=species:S:1:pos:R:3:forces:R:3
O 5.460777 -15.924559 10.399336 1.0083 -1.0789 -2.9506
O 4.577981 -14.907018 12.166529 1.3067 0.0515 -1.5311
O 12.344280 -9.527986 8.509151 0.7107 0.6434 0.8302
O 10.053132 -10.237562 14.982116 -0.6971 1.1625 -0.6652
O 9.547268 -13.437456 10.556804 -0.9423 -0.1308 -2.2437
O 5.940990 -9.805022 12.862175 0.9251 0.9550 4.3928
O 4.342779 -8.887101 11.575637 -0.4420 0.2327 -0.0649
O 12.325926 -16.946879 12.905484 0.0547 -1.6664 -1.0510
O 6.756012 -14.871788 11.850554 1.6532 0.0644 -0.7878
O 9.284418 -12.878607 16.946828 0.6383 0.5213 0.6041
O 13.602235 -18.687185 13.627142 0.2415 -1.8445 -0.3652
O 10.704646 -14.243949 12.188764 0.8070 -1.1138 1.2727
O 14.003439 -16.631024 14.258706 0.9912 -1.1215 -0.1626
O 7.285172 -13.837922 17.389316 1.9506 0.6102 -1.0458
O 7.967893 -13.422778 15.317382 0.0484 -0.0742 -3.8092
O 13.042584 -10.850372 17.050892 -1.3771 5.1786 -1.3407
O 10.497224 -15.530986 10.370426 -0.6108 0.4810 -0.0954
O 5.806034 -10.347715 10.861601 0.6854 -2.7956 -5.9843
O 10.484784 -10.520670 7.996273 -3.3294 -1.4239 -0.6104
O 11.749559 -11.281283 9.666385 -0.3571 -1.2164 1.0643
O 13.306214 -11.000844 13.803017 0.5525 -2.0377 -0.6566
O 11.883234 -12.428117 15.911397 -0.6980 0.6761 -0.5376
O 13.362172 -12.836012 17.463449 1.7717 -6.5076 2.2031
N 15.041045 -19.569822 11.376992 0.8984 2.6560 -1.3107
N 5.871194 -18.421965 6.746360 -2.1224 0.8628 -3.1050
N 10.927505 -14.809521 4.187614 -1.4185 1.7198 0.1258
N 5.600356 -13.170884 8.389038 0.7933 1.7118 1.2419
N 6.597080 -7.787911 7.662614 -0.5763 -0.3075 1.5147
N 13.907895 -16.943028 20.653426 -0.1726 1.3407 -0.2562
N 14.656816 -13.068150 8.699931 0.2519 0.1472 0.6495
N 8.287511 -11.921380 12.839399 0.0101 0.5045 -0.2043
N 9.308976 -16.849857 15.257793 0.1508 0.4025 -0.3134
N 9.252381 -22.209984 14.666558 -0.4515 -0.4450 -2.5227
N 13.072567 -13.913507 13.787608 1.0763 -1.0338 -0.7224
C 8.788939 -13.867331 4.586486 -1.0970 -0.2751 -1.3750
C 8.333352 -19.686146 11.608106 -1.8571 0.6520 0.6963
C 9.100289 -21.966026 16.153908 -0.0730 -0.5739 1.1189
C 10.008090 -17.623078 17.341551 -2.7501 -1.2061 1.4416
C 11.802398 -21.766449 14.805882 -0.1964 0.4281 -2.5071
C 15.092782 -17.050380 10.075234 -0.3048 -1.6557 0.9706
C 13.303177 -17.415439 13.528499 -3.2300 6.0771 0.0162
C 3.848772 -7.546506 7.756855 2.2045 -0.2635 1.1337
C 15.911988 -18.577187 11.833037 -1.9371 1.4216 -2.3694
C 13.700108 -15.158986 9.389162 0.7635 1.5786 -0.6509
C 9.079584 -10.089925 11.375091 -0.1529 -0.6883 -0.4345
C 11.931708 -15.197995 3.197655 0.2159 -0.6005 -0.0863
C 13.799834 -15.813391 19.884181 -0.9805 -1.9145 -0.2876
C 8.765040 -21.012664 13.792994 1.7335 1.5230 0.9726
C 10.269367 -18.799060 8.276884 -0.3540 -1.0643 0.5935
C 4.485376 -13.001441 9.349025 -0.9378 -0.0655 -0.1007
C 7.741906 -8.369251 8.499901 -0.7524 -0.0251 0.4697
C 6.351489 -10.223524 4.592275 -0.4832 1.0817 -0.6784
C 5.884523 -19.958392 6.346104 0.5635 1.6928 0.9098
C 13.517748 -9.630148 13.745479 0.5474 0.9040 -1.1476
C 8.983032 -20.918503 12.273092 -0.2841 -1.2089 -0.3100
C 6.739028 -22.217493 7.269281 0.3366 0.3411 0.0380
C 11.216722 -14.708224 5.528003 -0.5232 -0.8692 -2.2080
C 11.454125 -10.357366 8.721031 3.1933 1.9161 -2.0271
C 6.604214 -8.318497 6.214780 -0.8540 1.6415 1.5072
C 2.911856 -7.210988 8.927383 -0.3231 0.5955 -2.9005
C 15.039221 -16.907039 21.660252 0.2269 -1.1865 -2.0857
C 7.157443 -17.811345 7.290623 -1.1407 -0.0380 1.5735
C 7.821734 -13.701182 6.843004 0.1590 1.3915 -0.0862
C 12.763459 -11.992769 16.858018 1.7098 -0.8576 0.9360
C 9.705957 -14.351807 3.710952 2.5530 -0.5502 0.6806
C 9.114054 -17.626737 16.286741 -0.0349 -0.6799 1.1668
C 6.789670 -12.563839 8.676485 0.4110 -1.3770 -0.2688
C 6.444807 -20.711287 7.527187 -0.6865 -2.0117 -0.0055
C 10.329087 -9.162155 15.888254 -0.3203 -0.8176 1.5131
C 11.077144 -16.828036 17.390072 1.6469 1.0531 -0.6720
C 5.111269 -9.594221 3.900727 0.3569 -0.9357 -0.0807
C 8.114642 -13.386846 16.538858 -3.2753 -2.1152 3.6555
C 13.587153 -13.813205 8.983908 -0.2636 -1.6725 0.2554
C 5.402305 -9.702231 11.805292 0.1700 0.4173 1.5567
C 15.149098 -20.898971 11.973696 0.6718 1.0404 0.1470
C 11.252323 -16.027603 16.260656 1.7838 0.5947 0.4349
C 6.377889 -9.800892 6.070777 0.9789 -0.7533 -0.1757
C 10.252388 -14.293229 6.393161 -0.2066 -0.1422 0.7661
C 6.587119 -14.239235 6.551877 -1.3515 -0.0553 0.5091
C 3.369490 -17.931964 6.739525 2.2270 0.1528 -0.8428
C 13.109419 -18.001782 20.386846 0.9493 0.2762 0.0204
C 8.975784 -13.935916 5.937690 0.4199 -0.2807 1.3104
C 5.428404 -13.897559 7.322802 2.0947 -2.0082 -2.1880
C 10.196566 -14.343925 11.066678 0.4080 1.7382 0.5677
C 15.932018 -17.283460 11.186903 -1.0496 -2.5691 0.6972
C 6.941588 -6.274299 7.704767 -0.2158 -0.6910 -0.1486
C 10.698696 -22.669277 14.211555 -1.3322 0.4317 1.9222
C 10.362820 -15.999238 15.238759 -0.9797 -0.1989 -0.5246
C 4.591252 -18.085285 7.611655 1.2971 0.7386 1.1273
C 12.253241 -17.999883 19.311416 -1.3472 0.0876 0.7986
C 12.861456 -15.797686 18.841811 0.5157 1.4459 0.4291
C 8.391858 -18.128985 6.520202 1.4210 -1.0800 0.1783
C 8.964177 -7.586075 8.078877 -0.7454 -1.8735 -0.3958
C 14.988069 -15.691838 9.522119 -0.9159 -0.4368 -0.3805
C 8.258596 -23.330632 14.384315 -0.3361 -0.7852 0.5754
C 8.387000 -16.847709 14.122191 0.0770 0.0847 -0.2460
C 4.032513 -17.151008 5.546146 -1.0878 0.3081 -0.0003
C 14.425756 -11.635113 8.299650 1.3838 -0.5282 -0.5640
C 5.460158 -17.700389 5.352344 0.0221 -0.5151 0.4554
C 13.153174 -22.372940 14.445425 0.2240 0.4338 0.7395
C 5.541915 -15.216264 11.413196 -6.2314 0.7789 4.7909
C 16.079500 -14.944243 9.105943 -0.0077 0.9396 0.6446
C 14.057757 -11.781813 12.840155 -0.4593 -0.3975 2.5487
C 9.798277 -17.849231 7.217037 -1.1252 0.0129 -0.8557
C 14.374959 -13.155869 13.550148 -1.5869 0.9715 -1.2126
C 7.932404 -12.774182 7.862932 -1.1885 -0.2010 1.6899
C 14.232089 -18.101643 9.626621 1.0626 -0.6918 1.3571
C 9.329639 -9.763134 13.858141 0.2317 -1.0783 -1.3576
C 15.891290 -13.622639 8.774116 -0.3414 -0.2753 -0.6144
C 12.038542 -16.861484 18.528140 0.8652 -0.3605 0.3130
C 8.455268 -6.192646 7.852509 1.0929 1.4029 0.5109
C 9.336039 -10.848931 12.710950 -0.3135 1.4572 0.5912
C 8.095502 -23.003096 16.644842 -1.1863 0.3324 1.0153
C 5.227262 -8.057950 8.427733 -0.8136 0.2639 -2.2773
C 15.352743 -14.050881 12.672485 -0.4590 1.3851 2.0778
C 6.767606 -19.473730 11.956115 1.5124 -0.8297 -0.7023
C 8.258308 -24.137693 15.692808 -0.4823 -0.8750 -1.7808
C 14.283493 -19.391667 10.234174 1.0403 2.3296 1.0239
H 16.425100 -16.489872 11.728648 0.4120 0.0546 -0.3458
H 12.781859 -15.703451 9.552761 -0.0150 -0.0607 0.4152
H 4.454010 -14.327776 7.144335 0.0030 0.0460 0.0175
H 5.971990 -22.805504 6.765303 -0.0977 0.3705 -0.1631
H 9.544169 -12.519692 16.095177 1.0992 0.4807 0.0430
H 16.543315 -18.740758 12.693882 -0.2421 -0.4044 0.1061
H 13.680821 -11.695719 7.506236 -0.0293 0.6256 0.3331
H 11.539845 -18.810637 19.323133 0.2303 -0.3907 -0.5414
H 5.615700 -18.416949 4.545836 -0.6756 -0.3700 0.2591
H 17.126962 -15.207333 9.102423 -0.1289 -0.7793 0.1844
H 7.180866 -9.924092 3.951507 0.6536 0.4563 0.7209
H 3.039085 -18.912139 6.395750 -0.4822 0.2014 0.0185
H 4.839804 -17.111542 8.033718 0.0679 0.2378 0.0338
H 8.458617 -19.754603 10.527491 -0.2827 -0.4952 -0.0155
H 6.755185 -12.147199 9.672278 0.4540 0.9467 0.0122
H 3.383502 -6.443678 9.541299 -0.3199 -0.8211 0.8722
H 9.237065 -7.947147 7.087283 0.7929 -0.4072 0.3518
H 7.544031 -8.205422 9.559194 -0.4832 0.6204 -0.0017
H 9.547279 -19.005286 9.066926 0.0056 0.6669 0.2127
H 8.371121 -23.815716 13.414707 0.8463 -0.1105 0.2025
H 16.150857 -21.099919 11.593947 -0.3253 -1.7824 0.1516
H 7.717016 -20.851079 14.045288 0.2398 -0.1158 0.0860
H 7.383018 -20.332827 7.932930 -0.2348 0.4891 -0.1181
H 13.774825 -20.272027 9.869999 -0.2557 0.1596 0.0720
H 8.724993 -5.500977 8.650587 -0.3350 -0.1844 0.3990
H 5.487729 -10.168666 6.581131 -0.5825 0.4914 -0.2752
H 9.681132 -7.851206 8.855906 0.6224 0.7271 -0.5157
H 7.100533 -22.557969 16.643484 -0.3429 -0.1736 -0.8687
H 3.949615 -13.948684 9.410636 0.4111 -0.1167 0.4242
H 9.472189 -8.555449 16.181068 -0.4935 -0.1197 -0.5730
H 5.667467 -20.701440 8.291224 0.1837 0.3395 0.3013
H 8.334852 -19.191664 6.284515 0.4189 -0.2063 -0.0768
H 6.262825 -20.254826 11.387620 -0.2900 -0.1144 0.1813
H 7.242099 -22.940773 14.331155 0.1650 0.6321 -0.0033
H 10.356538 -15.345257 14.379297 0.4560 0.1621 -0.1018
H 10.939380 -11.795725 9.642909 -0.4510 -0.7602 0.8128
H 2.618802 -17.385789 7.310717 -0.1094 -0.1276 -0.3437
H 8.139830 -9.540452 11.430238 -0.2136 -0.2661 0.3403
H 13.345798 -14.859983 14.010384 0.4653 -1.1566 0.4038
H 10.788169 -15.996492 11.157994 0.7088 -1.0232 0.1986
H 6.385044 -20.045048 5.381702 0.5207 -0.0591 0.3396
H 4.845755 -12.640799 10.312433 0.0438 -0.1495 -0.0869
H 8.894332 -12.372333 8.145090 0.0540 0.5781 0.0860
H 13.311872 -23.375485 14.842686 0.0090 -0.0268 -0.2134
H 16.791599 -13.114874 8.461033 -0.4178 0.8684 0.0187
H 8.917993 -18.786799 11.801687 0.0115 0.0329 0.6024
H 3.759638 -12.293900 8.948048 0.2826 0.3215 -0.0877
H 9.831790 -8.913904 13.394723 0.4918 0.1519 0.0724
H 15.056987 -11.383281 12.664637 -0.0542 0.5310 -0.2933
H 6.550685 -19.632991 13.012376 0.0282 0.1089 -0.0750
H 8.356968 -12.456064 13.693439 0.1100 -0.5054 1.5335
H 8.744101 -20.962443 16.386391 0.4490 0.0679 -0.3429
H 5.043832 -8.507991 3.961400 0.0900 -0.0840 0.6207
H 15.204163 -20.786793 13.056507 -0.1678 -0.0666 -0.1309
H 15.403825 -11.346705 7.914565 -0.2439 0.3019 -0.3572
H 10.816868 -23.703282 14.535547 -0.1985 0.0063 0.2144
H 15.889738 -13.401967 11.980641 -0.4595 -0.1826 -0.5745
H 9.387780 -20.203363 14.174197 -0.3916 0.4107 0.4289
H 10.253253 -11.415572 12.871418 0.3423 0.3039 -0.7464
H 6.471682 -5.882889 8.607035 -0.1718 -0.0783 -0.1982
H 10.627207 -22.691202 13.124122 0.3850 0.2796 0.1136
H 9.558424 -14.390429 2.641774 0.0537 -0.0081 -0.0251
H 11.415565 -15.809536 2.457578 0.3431 -0.1980 0.0689
H 14.801028 -14.907191 12.284610 0.3248 0.1024 -0.2444
H 8.983160 -10.785274 10.541254 -0.2371 -0.3564 0.0355
H 13.572835 -9.334602 12.697764 -0.4650 0.3330 -0.3587
H 16.142500 -14.330614 13.369719 -0.0756 -0.7201 -0.0896
H 4.143534 -9.274549 10.720197 -0.8603 0.5040 -0.4657
H 6.222501 -16.976771 5.063733 -0.1537 0.4290 0.6987
H 14.204534 -10.956748 9.123649 -0.6487 -0.3960 0.0149
H 12.747470 -14.846918 18.342363 0.2246 0.5928 -0.4703
H 9.668960 -18.049118 18.274231 -0.0229 -0.7286 -0.1046
H 5.284992 -7.632914 9.429785 0.5089 -0.0223 -0.2019
H 7.126698 -10.382557 6.608411 0.6310 0.3006 -0.1108
H 9.784118 -9.371586 10.955898 0.7304 -0.0703 0.9197
H 7.756205 -9.459015 8.517697 0.1892 -0.0093 -0.8636
H 12.147745 -15.181853 5.802351 0.1559 0.3929 0.2129
H 11.785545 -20.902731 14.141191 -0.1621 0.6007 0.2125
H 3.382347 -8.308456 7.132361 0.2854 -0.0800 -0.1074
H 2.381428 -8.119855 9.211482 0.2472 0.5256 1.1576
H 10.452932 -19.812369 7.919647 0.2812 0.0287 -0.5138
H 15.022774 -17.729729 22.375120 -0.7101 0.6873 0.4694
H 14.284447 -18.373561 14.225328 1.7169 -1.4936 1.5081
H 11.193608 -18.412157 8.706056 -0.0827 -0.0785 0.2428
H 10.012542 -20.871104 11.918178 0.3961 -0.1022 0.7399
H 9.141822 -24.768205 15.792573 0.2865 0.3399 0.3244
H 15.832040 -17.238892 20.989870 0.6496 0.3559 0.2620
H 12.605831 -13.380304 8.857414 0.0555 0.5025 0.1520
H 6.633568 -15.005523 5.792243 -0.9479 0.0985 -0.2533
H 13.499725 -17.870224 8.867349 0.1653 -0.3678 -0.2593
H 8.075158 -23.268481 17.701838 1.1917 -0.0150 0.0892
H 11.647821 -11.519241 15.711039 -1.3047 0.3934 -1.6050
H 13.284189 -22.311587 13.365074 -0.0214 -0.5121 0.1091
H 7.099010 -16.734815 7.451148 -0.8550 0.1552 -0.5077
H 8.324175 -9.379777 14.031851 -0.3067 -0.4372 0.5734
H 4.475046 -18.677650 8.519238 0.3520 -0.6735 -0.3989
H 6.540733 -5.775064 6.822615 -0.0808 -0.1373 0.0856
H 7.441559 -24.856841 15.630859 -0.2027 0.1810 0.3441
H 9.023817 -5.741493 7.039289 -0.5629 -0.1106 -0.4959
H 4.052856 -16.068176 5.669279 0.3499 0.0593 0.9138
H 4.838982 -20.162414 6.115165 0.0115 -0.2136 0.3501
H 15.228069 -15.869207 21.934723 -0.2744 -0.4687 0.5964
H 8.214920 -18.224687 16.306910 -0.0444 0.0511 -0.0397
H 3.324994 -17.134855 4.717138 0.5657 -0.9021 -0.6474
H 13.237936 -18.887839 20.990812 -0.0454 0.1286 0.2349
H 2.249885 -6.639234 8.277012 -1.1653 0.1241 0.8785
H 10.500176 -14.388918 7.439985 -0.3304 0.2718 0.2924
H 12.421640 -13.676100 14.522479 0.0112 1.7615 1.0065
H 3.914798 -6.629093 7.171974 0.6282 -0.0908 -0.1503
H 8.628813 -21.871333 11.879729 -0.4666 0.0826 -0.6048
H 13.900312 -21.712034 14.884849 0.2502 -0.1732 -0.0131
H 6.900739 -22.717313 8.224330 0.0242 0.0986 0.0668
H 8.374265 -12.603442 12.099560 0.3593 -0.2455 -0.6301
H 12.695450 -9.104666 14.231079 0.3084 -0.1927 0.1552
H 11.123287 -8.469537 15.609669 0.2064 -0.3519 -0.3848
H 9.027849 -17.062923 13.267148 -0.2816 0.5774 -0.2981
H 14.260805 -21.462642 11.688567 0.7062 -0.3651 -0.1597
H 7.079294 -18.140565 8.326770 0.9388 -0.3641 0.1576
H 10.007354 -22.227934 16.698659 0.3628 0.5909 -0.5604
H 7.892589 -15.876706 14.150537 -0.0833 0.1828 -0.5444
H 6.304446 -18.532915 11.658707 0.4838 0.2283 -0.0684
H 14.504695 -9.339023 14.105018 -0.0555 -0.0203 0.7488
H 6.415915 -11.308269 4.506959 -0.6661 -0.2164 0.1007
H 7.650945 -17.650276 14.169056 0.0696 0.0929 0.4771
H 4.253806 -10.087273 4.358710 -0.4482 0.4016 -0.4067
H 5.146626 -9.727131 2.819441 -0.2234 -0.5627 0.0304
H 5.789853 -7.707533 5.825372 -0.1437 -0.4114 -0.4700
H 14.503760 -15.023167 20.099670 -0.2870 0.2660 -0.1020
H 10.535776 -17.928191 6.418315 -0.0133 0.3185 -0.2339
H 10.567167 -9.707323 16.801602 0.5877 0.4159 0.0709
H 12.175625 -15.472857 16.182057 -0.1382 0.5448 -0.0022
H 12.386162 -14.357932 2.672421 -0.1998 0.2381 0.3095
H 9.848858 -16.843915 7.635217 -0.2391 0.1628 -0.1208
H 7.680400 -22.288141 6.724376 -0.0960 -0.2386 -0.2324
H 12.493514 -14.079209 12.976843 -0.5682 0.4209 -0.9930
H 13.444744 -11.869097 11.943112 0.1972 -0.1832 -0.3967
H 14.702892 -12.895791 14.556582 0.4211 -0.1920 -0.1379
H 7.069382 -15.344624 11.076074 2.6349 -0.0244 -0.3751
H 7.861133 -13.549528 4.134185 -0.2065 0.1663 0.2708
H 7.336095 -11.583317 12.814260 -0.8253 0.9388 -0.0025
H 11.739301 -21.319439 15.798006 -0.3409 -0.8758 0.1664
H 7.502567 -7.899763 5.761218 0.1956 -0.5487 -0.0385
H 12.711860 -15.745446 3.726566 -0.0664 -0.1393 -0.3201
H 5.091513 -9.137476 8.493309 0.5957 0.0157 0.3445
H 8.407252 -17.650361 5.541024 -0.1738 0.3342 0.0226
```
Forces are in eV/Å.

Computed properties:
M   1677.138 g mol⁻¹
Lowest unoccupied orbital energy   -9.46 eV
Charge   +4
HOMO level   -11.728 eV
HOMO-LUMO gap   2.27 eV
DFT total energy   -5619.03277 Eh